No. 1
Formula: C12H12N2
Source: the OMol25 dataset
Level of theory: ωB97M-V/def2-TZVPD

XYZ file:
```
26
Properties=species:S:1:pos:R:3:forces:R:3:mulliken_charge:R:1
C -0.7224 2.7967 1.1018 0.70 -1.71 -0.52 0.236
H -0.3822 0.6438 -1.2126 -0.88 0.29 1.12 0.407
H 1.6624 5.0697 1.1547 0.24 0.64 0.98 0.434
H 0.8779 -0.4884 1.1160 -0.28 -0.09 0.19 0.579
C 2.0324 3.1152 0.5035 -0.04 0.96 2.40 -0.715
C -1.2148 -2.2233 -1.1632 -1.94 2.63 1.04 0.098
C -0.6418 0.6659 -0.1021 1.80 -2.20 -1.06 -0.910
H -1.7096 0.4132 0.0706 0.34 1.44 -0.01 0.497
H -1.7814 2.6919 1.2894 0.00 -0.77 -0.21 0.358
H 3.1509 3.1434 0.4505 -1.32 0.50 -0.49 0.382
N 0.0391 1.8371 0.4755 -1.76 0.45 -0.08 0.196
H 1.0423 -4.9569 0.3096 -1.04 -0.48 -1.03 0.438
C -0.1116 3.9210 1.4992 1.34 0.52 1.01 -0.756
H 1.8544 1.3007 -0.5089 -0.46 -0.35 1.12 0.346
C -0.1778 -1.9303 -0.1451 -1.79 -0.06 -0.86 0.412
H -2.1221 -1.5178 -1.3654 2.06 -0.89 0.17 0.210
C -0.5270 -4.5067 -1.3600 0.54 0.22 -0.07 -0.299
N 0.4289 -3.1225 0.2649 1.44 3.40 1.50 -0.445
H -0.5705 -5.3437 -2.0287 0.27 -0.86 0.40 0.431
C 1.2232 4.0968 1.1566 1.34 0.16 -1.42 -0.045
C -1.3490 -3.4672 -1.7190 -1.18 -0.59 -1.04 -0.533
H -2.1611 -3.7472 -2.4501 0.96 0.90 0.76 0.369
C 1.3895 1.9592 0.2538 -1.00 -0.72 -2.18 0.195
H -0.6118 4.5237 2.2390 -0.15 0.82 -0.53 0.409
C 0.3278 -4.3024 -0.2354 0.74 0.19 0.50 -0.157
C 0.0542 -0.5718 0.4058 0.10 -4.40 -1.71 -0.139
```
Forces are in eV/Å.

Summary:
LUMO energy (spin up / spin down) ... -10.12 / -10.12 eV
Total charge ... +2
HOMO (spin up / spin down) ... -16.92 / -16.92 eV
Energy above the lowest of the compared OMol25 structures with the same formula, charge and spin ... 73.6 kcal per mole
Molecular weight ... 184.24 g/mol
Orbital gap (spin up / spin down) ... 6.7982 / 6.7987 eV

No. 2
Formula: C4H3ClN3O2
Source: the OMol25 dataset
Level of theory: ωB97M-V/def2-TZVPD

XYZ file:
```
13
Properties=species:S:1:pos:R:3:forces:R:3:mulliken_charge:R:1
N 0.6786 0.7663 -1.1460 1.95 -0.25 0.13 0.881
O 1.6824 0.2153 -1.5347 -0.50 0.15 0.06 -0.491
C 1.5583 0.4075 1.1150 0.72 -0.01 0.58 -0.002
O -0.0115 1.5207 -1.7832 -0.82 0.18 -0.20 -0.561
C -0.7133 -0.4394 0.5782 -3.79 3.44 2.59 -0.632
C 0.3508 0.6268 0.3287 -0.58 0.49 -0.04 0.617
N 2.4437 0.3618 1.8523 -0.64 -0.03 -0.57 -0.446
C -1.8127 -0.4310 -0.4034 1.13 -4.34 -2.61 -0.011
N -2.4886 -0.8727 -1.2505 0.20 1.74 1.55 -0.450
H -0.0465 1.6190 0.6067 0.29 -0.40 -0.28 0.225
H -1.6326 0.1567 1.1744 2.40 -0.19 0.50 0.279
Cl 0.4283 -2.8235 -0.9585 0.08 0.06 0.19 -0.813
H -0.4370 -1.1074 1.4209 -0.46 -0.86 -1.91 0.404
```
Forces are in eV/Å.

Summary:
LUMO energy ... 2.75 eV
Total charge ... -1
HOMO ... -4.06 eV
Energy above the lowest of the compared OMol25 structures with the same formula, charge and spin ... 0.0 kcal per mole
Molecular weight ... 160.54 g/mol
Orbital gap ... 6.8017 eV

No. 3
Formula: C52H143N13O13
Source: the OMol25 dataset
Level of theory: ωB97M-V/def2-TZVPD

XYZ file:
```
221
Properties=species:S:1:pos:R:3:forces:R:3:mulliken_charge:R:1
H -4.8768 4.8625 1.6497 -0.02 -1.08 -0.07 0.311
H 0.7870 1.6177 3.1635 -0.19 -0.39 -0.13 -0.737
H -0.9323 0.1959 -2.4742 0.36 0.05 -0.06 -0.487
C -1.4939 3.3767 -2.2829 -0.68 1.14 -0.75 0.103
H -5.3729 -0.7537 -4.5730 0.07 -0.28 0.25 0.454
O 0.3971 -0.1296 -5.5749 0.04 0.50 1.03 0.483
C -2.2533 3.7066 -3.6246 -0.31 0.84 1.05 0.481
H -4.3355 -0.5525 -0.4999 0.34 -0.24 0.06 -0.465
H -0.6711 -2.1375 -0.1289 0.21 -0.01 0.09 -0.061
H -0.5270 -4.9702 -2.0014 0.01 -0.14 -0.51 -0.651
H 8.6180 0.1075 4.5821 -0.11 -0.53 -0.30 0.297
H 0.9720 -0.3444 8.7250 -0.28 0.05 0.07 0.254
C -0.1688 -0.5543 1.3701 -0.79 -0.40 -1.21 0.162
H 2.2264 3.1311 6.6509 0.04 0.62 0.05 0.436
H -2.4985 6.3046 2.8200 0.21 0.71 -0.90 0.308
H -2.3519 -0.6107 -4.9957 0.15 -0.18 0.19 -0.506
H 1.2579 3.1015 3.4653 0.00 0.11 -0.06 0.188
H -0.3372 -3.8715 -5.6971 -0.55 -0.82 0.16 0.356
H -2.7140 5.7220 -2.7182 -0.78 -0.47 0.11 0.267
H 2.8406 4.6094 -0.5886 -0.11 0.40 0.22 0.419
H -5.3587 -1.4771 0.5772 -0.13 0.06 0.30 0.554
H 7.0594 -1.5442 7.1728 0.16 -0.19 -0.10 0.306
H 1.4605 0.6770 -7.1452 0.43 0.49 0.20 0.288
H 1.9687 4.0940 5.1139 0.46 -0.29 0.03 0.470
H 3.6262 2.6493 -6.7210 -0.05 -0.12 -0.36 0.256
H -0.0876 -1.8003 -6.5983 -0.65 -0.29 -0.09 0.460
H -1.9704 3.9786 -1.5091 -0.56 -0.41 0.20 -0.718
H -5.3115 1.4809 2.8448 0.18 0.30 -0.18 -0.091
H -8.8874 -1.2780 -3.1649 0.08 -0.16 0.32 0.337
C 6.9947 0.1107 6.0061 1.35 -0.03 -1.40 0.274
C -6.9848 -0.5119 -1.4276 1.05 -0.93 -0.26 -0.521
N 1.3775 3.4369 0.2974 -0.05 -0.28 -0.30 0.043
O -0.4057 -4.8635 0.5914 0.46 0.11 0.15 0.243
H 4.6638 3.9831 -6.2865 -0.16 0.04 0.93 0.306
H -1.1853 -0.5046 -0.5381 0.06 0.08 -0.11 -0.949
C -4.1050 5.1769 0.9472 1.82 0.74 -0.10 -1.052
C 0.4670 0.7358 -6.7007 0.30 -1.54 -0.43 -1.074
C 2.7719 3.7031 0.0130 1.52 -0.30 -0.19 0.347
H -7.8104 -0.2313 -4.1226 0.04 -0.16 -0.18 0.219
H -0.4980 3.8188 -2.2566 0.64 -0.37 -0.51 0.099
H 5.5818 0.6435 1.7653 -0.07 0.12 0.07 0.171
H -5.0800 3.1207 3.5783 0.18 -0.09 0.05 0.142
H -5.5207 4.6292 -1.9144 -0.25 -0.33 -0.06 0.309
H 1.7770 -5.0560 2.8105 -0.09 0.12 0.00 0.162
H 1.3512 2.6013 0.8641 -0.12 -0.15 0.70 -0.498
H -6.3115 1.9569 6.2247 -0.14 0.09 -0.30 0.285
C -5.0851 -0.4629 0.2863 0.15 0.15 -1.21 0.148
N -5.3043 2.0133 6.1767 1.01 0.15 -0.21 -0.783
C -4.2579 -3.2589 -1.7130 -0.74 -0.12 -0.12 -0.740
H 0.3254 -7.0544 -3.5149 -0.27 0.55 0.05 0.398
H 3.4993 3.0387 2.0159 -0.39 -0.45 -0.34 0.144
H 4.3619 -0.1102 2.8019 -0.30 -0.54 -0.41 -0.143
H -1.0861 -7.6505 -2.5780 -0.45 0.63 -0.32 0.420
H 1.1273 -0.1988 4.9900 -0.13 -0.35 0.04 0.164
H -3.9497 3.7963 -2.8744 -1.17 -0.06 0.20 0.013
H 4.8776 1.5774 -3.0135 -0.24 0.40 0.78 0.210
C 1.1894 -2.2096 -3.3092 -1.06 0.49 -0.68 -0.432
H -0.1793 0.8818 5.5117 -0.18 0.15 0.43 -0.032
H -0.7195 -1.9635 -4.2110 -0.08 0.24 0.00 -1.780
H 2.3983 2.8875 -4.0264 -0.04 -0.04 0.20 -0.047
H 3.6952 0.4750 -5.1375 -0.30 0.11 -0.09 -0.159
H 3.6704 -1.6553 0.6907 0.00 0.20 0.41 -0.318
H 4.3220 0.2380 -2.2400 -0.23 -0.27 -0.60 -0.055
H 4.2762 -1.6276 -3.8317 -0.11 -0.32 -0.09 -0.059
H 1.0636 -1.2033 -2.9096 0.39 0.12 0.10 -0.053
C 3.5506 -4.1283 2.4373 -0.59 -0.53 0.81 2.319
H 2.7854 -5.9074 1.8745 -0.02 -0.15 -0.10 0.315
N -7.2550 0.6939 0.6899 0.13 0.73 -1.66 -0.561
N 2.7507 -5.2829 2.6675 -0.89 -1.91 0.73 -0.786
C 3.5205 3.8910 1.3369 -0.16 0.10 0.19 -1.678
C 1.7572 1.8640 5.0026 -0.18 0.97 0.04 0.814
H -2.6829 -1.6074 4.4461 -0.22 0.59 1.04 0.240
H -0.1808 -1.2024 2.2464 0.27 0.03 0.19 0.565
H -4.1788 -1.1142 3.5408 -0.14 -0.01 0.44 0.256
H 5.3615 -5.4589 2.0591 -0.64 -0.28 -0.76 0.442
H 1.0002 3.0876 -0.5719 -0.52 0.13 -0.41 0.026
H 4.1704 -2.5361 3.6981 -0.03 0.04 0.36 -0.341
H 4.3930 2.8199 -1.3002 0.23 0.27 0.52 0.981
C -3.1206 -2.0220 -3.4776 -0.36 -0.34 -0.01 -0.213
H -2.0589 -4.7357 1.7827 -0.30 -0.52 0.38 0.330
C -2.4330 3.3333 1.3912 0.62 -1.29 -1.03 0.401
H -6.2551 -1.0012 -2.0728 0.21 0.08 -0.41 0.155
H 3.3825 -0.5904 -0.6729 -0.30 0.42 0.07 -1.383
C 0.4537 -0.1324 7.7899 0.38 0.47 -0.23 -0.778
N 1.5336 2.1393 3.6002 -0.76 -0.19 -1.03 0.461
C 1.2656 -0.3608 0.8440 -0.04 -0.64 0.77 -0.317
H 5.1535 0.3722 -6.1516 0.05 0.15 -0.19 0.649
C -5.4260 2.0990 3.7353 -0.45 -0.43 0.19 -1.047
H -4.3312 0.2962 -3.6543 -0.35 0.58 -0.01 -0.447
C -0.1088 -7.1711 -2.5219 -0.56 0.40 0.92 -1.688
C 0.5853 -1.5159 -5.7893 -0.37 -0.54 -0.96 -1.593
H -6.4981 2.1231 3.9306 -0.17 0.25 -0.22 0.615
C -5.5770 4.8907 -0.8577 -0.61 0.41 -1.77 -0.995
H 6.5734 0.2702 -4.1912 0.13 0.28 0.17 0.259
C 3.4066 2.6111 -0.8860 -1.17 -0.09 -0.21 -0.263
C 0.2458 -2.3476 -4.5409 0.52 -0.56 1.38 2.986
H 2.9540 -3.5997 4.4929 0.13 -0.12 -0.10 0.535
H 8.4728 -1.3585 5.6754 0.60 0.07 -0.21 0.344
C 5.8777 -3.3003 0.5990 -0.45 -0.43 -0.06 -0.669
N -3.6797 -1.9630 -5.9162 0.79 -1.38 -0.42 -0.839
H 2.2368 -2.4474 -3.4953 -0.15 -0.04 -0.15 -0.250
O 6.0850 0.4271 3.7179 1.55 0.11 -1.14 -0.510
C 8.4141 -0.2740 5.5826 -0.42 1.33 -0.46 -1.379
H 0.6197 3.4574 6.0058 -0.18 -0.05 0.04 0.350
H -4.6171 0.0995 1.0943 -0.23 -0.06 0.15 -0.568
H 3.6843 3.7600 -3.1276 0.46 -0.54 -0.12 0.597
O 1.6764 -1.5049 0.1499 0.06 -0.83 -1.01 0.755
C 4.7464 0.7526 -5.2148 0.55 0.56 0.72 -0.204
H -6.3460 4.2695 -0.3984 0.30 -0.26 0.48 0.306
H 6.7478 -3.8954 0.3216 0.04 0.27 -0.63 0.354
H -1.3650 3.1702 1.2468 0.00 -0.39 0.41 -0.194
H 1.4907 -4.9017 -0.7016 0.24 0.24 0.21 0.033
H -0.1505 0.3458 -7.5099 -0.60 0.08 -0.04 0.374
C 0.8869 0.6727 5.5990 2.44 1.73 0.14 0.316
H -1.5426 5.7419 -3.9007 0.34 -0.05 -0.25 0.508
H 6.9659 1.1865 6.1790 -0.25 0.09 -0.07 0.408
H 2.9637 4.6605 1.8717 0.32 0.28 0.09 0.394
H -2.6416 -1.3848 2.8227 0.06 0.51 -0.49 -0.094
C 3.0370 -1.5007 -0.1828 0.69 0.00 0.03 1.048
H -2.8167 2.8123 2.2684 0.23 0.57 0.56 -0.374
H -4.4826 -2.4993 -5.6198 -0.04 -0.44 0.24 0.331
C 5.9758 -0.2988 4.9279 -0.67 0.72 -0.58 -0.012
C 5.3302 -1.4432 -4.0395 -0.39 -0.41 0.52 -0.963
C -3.2772 -1.1403 -4.7690 -1.87 -0.65 -0.30 1.470
H -0.2628 -6.9003 0.3299 -0.06 -0.36 -0.11 0.327
H 4.9950 -3.5607 0.0149 -0.18 -0.86 0.10 0.282
H -1.7137 3.4224 -4.5280 0.03 -0.28 0.07 0.320
H -2.9447 2.7724 0.6092 0.01 0.33 -0.56 0.085
H -9.3335 0.4110 -3.4777 -0.02 -0.16 -0.19 0.283
H 3.2072 -3.7839 1.4618 0.96 0.90 -0.21 -0.539
H -0.3731 -4.2890 -4.0415 -0.24 0.10 -0.27 0.135
H -2.3960 -1.5390 -2.8221 -0.20 0.24 0.41 -0.291
O -2.7865 0.4337 3.7209 -0.39 0.57 0.04 0.001
H 3.4146 1.6754 -0.3270 0.21 -0.12 0.04 -0.778
H 0.4374 -8.0233 -2.1176 0.60 0.37 0.65 0.410
C 2.6959 3.3050 -3.0645 -0.46 0.83 0.96 -1.311
C -4.8192 1.3776 4.9261 -0.10 -0.02 -0.22 0.673
C -2.6227 4.7995 1.3030 -1.79 1.48 1.41 0.636
H 5.3104 -4.7318 3.5505 -0.04 0.70 0.27 0.231
N 6.7826 -0.5757 7.2462 -1.31 0.11 0.50 -0.739
H -2.0970 -1.4437 0.5992 -0.02 0.18 0.49 -0.105
C -0.6801 1.2312 -2.7036 0.60 -0.13 -0.25 0.251
H 6.0746 -1.3701 4.7531 -0.16 -0.30 0.02 0.049
H -5.2659 0.3841 4.8874 0.39 -0.49 -0.12 0.238
H 2.0838 4.1509 -2.7514 -0.50 0.30 -0.65 0.426
H -1.7491 -6.0777 -0.3104 -0.30 -0.58 0.06 0.393
O -4.2722 4.7899 -0.4043 -0.13 -0.23 1.14 0.036
H -2.8291 0.8115 5.6836 -0.18 0.18 0.56 0.500
H 1.5393 -1.7743 -6.2490 0.74 0.26 0.49 0.472
H -5.9449 5.9154 -0.9102 0.01 0.39 0.53 0.313
C -0.9841 -4.8513 1.9229 0.10 0.19 -1.97 -0.966
O 5.7252 -3.4409 1.9847 0.83 1.08 1.01 -0.253
H 0.0820 -1.0606 7.3558 -0.09 -0.18 -0.02 0.303
H -1.9732 5.2742 0.5675 -0.12 -0.28 -0.29 0.198
H -4.0909 -1.4070 -6.6524 0.35 0.48 -0.13 0.301
H 1.8139 -6.4483 -1.0918 0.31 -0.11 0.10 0.329
H 2.5176 -2.3826 3.2552 -0.33 -0.11 0.04 -0.087
H 4.9649 0.0071 5.1975 -0.41 -0.80 1.09 -0.020
H -4.0673 -4.2814 -2.0388 0.53 -0.01 -0.50 0.403
H 5.7746 -0.5978 7.3060 -0.41 -0.19 0.91 0.287
H 1.9557 -0.2686 1.6827 -0.01 0.58 0.40 0.002
C -4.4400 -0.1921 -4.6227 -0.47 0.78 1.64 -0.927
C -3.1143 -0.9412 3.6990 0.00 -0.34 -0.89 -0.699
N 0.1127 -3.8223 -4.7941 0.98 1.86 -1.19 -0.601
C -8.5017 -0.2651 -3.2805 0.20 0.62 0.12 -0.761
H -0.6741 -3.9246 2.4058 0.45 -0.21 0.03 0.092
H -5.2344 -3.3613 -1.2397 -0.26 0.42 -0.16 0.368
O 1.3971 0.4989 6.9531 -0.62 -0.16 -1.46 -0.393
N -2.1986 5.3625 2.6140 -0.56 -0.39 0.33 -0.802
O -4.3770 -2.3101 -2.7753 0.94 0.31 -0.14 -0.287
C 4.6287 2.8970 -6.3721 -0.37 0.12 0.00 -0.830
H -0.6992 1.3656 -3.7851 -1.01 0.14 -0.24 0.222
H 0.7811 -2.8913 -2.5631 0.27 -0.07 0.18 -0.349
C -3.2676 1.2709 4.7977 -0.47 -1.09 0.73 -1.047
H 0.3673 1.4821 -2.5362 0.27 -0.35 0.75 -0.673
H 1.3425 0.5364 0.2298 -0.16 0.11 -0.25 -0.809
H -1.1068 1.1598 0.8968 0.18 0.26 -0.32 -0.602
H -3.5882 -3.0159 -0.8881 0.49 0.43 -0.30 0.086
C 3.2595 -3.1193 3.5634 0.50 0.64 -0.98 -0.791
O 4.8725 2.2276 -5.1450 0.51 -1.21 -0.18 -0.372
H 2.8108 1.5849 5.0132 0.06 -0.47 0.79 -0.457
H 5.9231 -2.2441 0.3338 0.85 0.12 0.34 0.235
C -1.0796 -1.2143 0.2823 0.54 0.04 -0.04 0.236
C 5.0191 -4.5320 2.5193 -0.07 0.37 -0.97 -1.249
H -0.3583 0.5848 7.9097 -0.41 -0.26 0.48 0.306
H 4.5824 4.1298 1.2781 -0.08 0.39 -0.43 0.453
H 0.1654 1.7535 -6.4526 0.14 -0.24 0.28 0.240
H -2.7751 4.9048 3.3056 0.14 -0.75 0.38 0.219
H -2.7013 -3.0030 -3.7009 0.23 -0.03 -0.50 0.609
C 5.5155 0.0662 -4.0264 -0.33 0.13 -0.51 0.240
H -2.8271 2.2627 4.6961 0.04 -0.08 -0.35 0.212
H 3.3311 -2.2946 -0.8693 -0.73 -0.29 -0.10 0.542
H -3.6771 2.2781 -3.1677 0.22 -0.49 -0.08 0.058
H -3.1366 5.4906 -4.4967 -0.34 0.02 0.37 0.443
H -7.4703 -0.0035 1.3880 0.90 -0.56 0.14 0.287
H 5.8426 -1.0327 2.1726 -0.23 -0.27 0.50 0.505
H 5.9001 -1.9306 -3.2485 -0.01 0.38 0.44 0.306
H 5.6352 -2.0508 -4.8915 -0.14 0.68 -0.58 0.448
C -6.2345 0.3065 -0.3645 -0.95 -1.22 1.59 0.829
O -1.5305 2.0330 -1.9134 -0.11 -0.12 -0.19 1.281
H -0.6831 -5.7542 2.4541 -0.23 0.08 0.29 0.411
H -4.6394 0.5330 -5.4117 0.77 0.11 -0.06 0.384
H -5.7870 1.1601 -0.8735 -0.41 0.46 0.27 -0.336
H 5.3699 2.7680 -7.1609 0.17 -0.93 -0.01 0.345
O -7.8767 0.2842 -2.1386 -0.40 0.93 0.04 -0.391
H -7.5702 -1.3222 -0.9930 0.07 -0.32 0.62 0.415
C -2.4791 5.2364 -3.6653 1.73 0.16 -0.76 -1.701
H 9.1181 0.2974 6.1875 0.14 -0.63 0.44 0.376
O 2.5505 2.3547 -2.0232 0.71 -0.58 -0.06 0.859
N -0.6738 0.7625 1.7183 0.14 0.24 0.07 1.846
N 1.4199 -5.5862 -1.4408 -1.18 0.12 -0.46 -0.506
H -1.4229 0.7560 2.3957 -0.02 -0.30 0.31 -0.132
C 5.4216 -0.0995 2.5466 0.44 1.08 1.15 -0.303
H -8.0651 0.5972 0.0946 -0.91 0.91 0.33 0.337
C -0.0478 -5.8642 -1.6025 1.79 -1.41 0.37 1.614
C -0.6651 -6.0385 -0.2026 -0.59 0.80 0.26 -1.100
H -4.9890 1.5074 6.9921 0.29 -0.10 0.10 0.259
N -3.6437 3.1825 -3.6159 0.86 0.31 0.37 -0.601
N 5.1144 0.6405 -2.7197 1.02 0.31 -1.11 -0.397
H -4.1726 6.2581 1.0679 0.02 0.54 -0.46 0.386
C 1.6543 3.2523 5.7310 -0.39 -1.76 0.70 -1.790
```
Forces are in eV/Å.

Summary:
LUMO energy ... 0.26 eV
HOMO ... -8.41 eV
Energy above the lowest of the compared OMol25 structures with the same formula, charge and spin ... 113.0 kcal per mole
Molecular weight ... 1158.79 g/mol
Orbital gap ... 8.6731 eV

Q: What is the formula in the third record?
A: C52H143N13O13

Q: Among the records above, which one has the highest molecular weight?
A: C52H143N13O13

Q: Among the records above, which one has the lowest molecular weight?
A: C4H3ClN3O2

Q: Which value of molecular weight does entry 3 give?
A: 1158.79 g/mol